One molecule with the formula C3H7ClNOPS in a non-equilibrium geometry. Source: OMol25; level of theory: ωB97M-V/def2-TZVPD.

For the HOMO energy (spin up / spin down), the calculation gives -9.0 / -8.8 eV. Its spin multiplicity is 1. The calculation puts the frontier orbital gap (spin up / spin down) at 7.06 / 6.80 eV.

Element x y z (Å)
Cl  2.87  0.18  1.18
S  0.67  -2.63  -0.50
P  1.68  0.21  -0.45
O  2.18  1.10  -1.56
N  0.23  0.67  0.06
C  -0.64  -1.55  0.22
C  -0.32  -0.30  1.09
C  -0.68  1.47  -0.69
H  -1.29  -1.24  -0.56
H  -1.44  -2.26  0.79
H  0.51  -0.57  1.73
H  -1.31  -0.05  1.40
H  -1.38  2.18  -0.19
H  -1.17  0.78  -1.32
H  0.09  2.00  -1.21

Atom charges from the natural (NBO) analysis, given in e for atoms 1 to 6: -0.23 -0.11 1.83 -1.02 -0.78 -0.57